This record from the OMol25 dataset describes 10 unconnected molecules or ions with the total composition C4H31N3O10 in a non-equilibrium geometry. The level of theory is ωB97M-V/def2-TZVPD.

Each line ends with the Löwdin charge.
Cartesian coordinates (Å):
C -1.384906 1.563001 1.118348  -0.201
N -0.717154 0.453933 1.725614  -0.088
C 0.766545 0.386886 1.577991  -0.283
N 1.279351 0.113873 0.296391  0.013
C -1.319008 1.536797 -0.431116  -0.323
C -1.952719 2.877867 -1.179465  -0.229
O -1.198902 3.930868 -0.672866  -0.116
N -1.972476 0.283260 -0.903506  0.058
H -2.373022 1.822159 1.557683  0.121
H -0.871569 2.568651 1.516655  0.158
H -1.128222 -0.437236 1.461996  0.047
H 1.152096 1.296062 2.029482  0.109
H 1.182531 -0.460910 2.317090  0.143
H 1.275738 0.850634 -0.470758  0.092
H 1.097502 -0.827338 -0.061912  0.050
H -0.305976 1.459883 -0.807575  0.051
H -2.111991 2.862453 -2.300742  0.125
H -2.971557 2.835042 -0.732248  0.113
H -0.236585 3.953872 -1.111441  0.147
H -2.635807 0.426267 -1.675796  0.099
H -2.057186 -0.393176 -0.212364  0.010
H 3.480875 -1.473027 -1.573650  0.079
H 2.029130 -1.775552 -2.299458  0.031
O 2.683047 -1.043308 -1.993553  -0.135
H 0.461895 -3.487331 -1.973380  -0.058
H 1.320901 -3.937337 -3.011772  0.072
O 1.249619 -3.311018 -2.302573  0.021
H 4.383821 1.007701 0.512743  0.038
H 3.367448 1.925737 0.557019  0.000
O 4.100959 1.711226 1.121776  -0.059
H 1.361542 0.162250 -2.985652  0.069
H 0.071407 -0.235919 -2.428981  0.043
O 0.492722 0.564627 -2.749519  -0.067
H 0.134057 -3.571944 2.212808  0.027
H 1.142928 -2.578655 2.770038  0.007
O 0.782761 -3.455672 2.940628  -0.061
H -2.240352 -0.477952 3.390902  0.032
H -1.048414 -0.313524 4.083939  0.104
O -1.743425 -1.066018 3.981263  -0.097
H 0.836363 2.089020 -2.572468  -0.037
H 0.270508 3.286380 -3.221189  0.023
O 1.094427 2.999535 -2.833878  -0.070
H -1.311007 -2.163305 2.545573  0.009
H -2.518346 -3.028288 2.058500  0.128
O -1.679658 -2.570539 1.740935  -0.098
H -1.143748 -2.434275 0.165238  -0.057
H -0.438004 -1.461506 -0.538549  0.040
O -0.658139 -2.464170 -0.638183  -0.081

Atoms 1-3, force components in eV/Å:
1.3 4.0 0.1
0.4 -0.7 0.9
-0.4 -1.5 1.9

Properties
highest occupied orbital energy = -0.3284 Eh
Kohn-Sham gap = 9.05 eV
electronic energy = -29593.67705 eV
structure (SMILES) = NCNC[C@@H](N)CO.O.O.O.O.O.O.O.O.O
energy above the lowest of the compared OMol25 structures with the same formula, charge and spin = 80.04 kcal per mole


This record from the OMol25 dataset describes 13 unconnected molecules or ions with the total composition C4H31O14 in a non-equilibrium geometry. The level of theory is ωB97M-V/def2-TZVPD.

Each line ends with the Löwdin charge.
Cartesian coordinates (Å):
O -3.003653 -2.767928 -1.970016  0.004
C -2.205854 -1.854198 -2.073482  -0.247
C -2.577556 -0.439879 -1.670514  -0.155
C -1.328087 0.336818 -1.267395  -0.219
C -0.627329 0.173453 0.026380  -0.215
O 0.710435 -0.422359 -0.006959  -0.212
H -1.117516 -2.013065 -2.504769  0.138
H -3.259514 -0.430970 -0.870590  0.090
H -3.082852 0.144504 -2.585014  0.165
H -0.565070 0.435610 -2.095425  0.108
H -1.747932 1.473817 -1.239638  0.150
H -0.654521 1.094202 0.525007  0.080
H -1.076549 -0.741019 0.554192  0.112
H -2.447699 2.425942 1.228492  -0.028
H -1.409956 3.640484 1.477459  0.038
O -2.202266 3.274797 0.972396  -0.091
H 0.395464 -0.397175 2.428467  0.032
H 1.760544 0.518386 2.890573  -0.007
O 1.437641 0.800146 2.067401  -0.319
H -2.968452 -2.820307 0.581642  -0.042
H -1.758592 -3.072842 1.128561  0.075
O -2.623888 -2.495972 1.362368  -0.092
H 2.013627 -0.643743 -3.460516  -0.029
H 2.263766 0.756489 -3.118262  -0.055
O 2.707148 0.005600 -3.414431  -0.063
H -0.023141 -2.307017 0.856442  0.049
H 1.385029 -1.616839 2.908805  0.128
O 0.432773 -1.433315 2.499390  -0.177
H 1.586049 2.787580 -2.951496  0.009
H 2.123723 2.404335 -1.583560  -0.067
O 1.402789 2.317833 -2.189270  -0.019
H 0.599663 3.576224 2.687567  0.008
H 0.496918 1.987499 2.202182  0.074
O -0.071804 2.876337 2.660409  -0.206
H 1.285099 0.200530 0.662746  0.069
H 0.496760 -3.679162 1.549830  0.059
O -0.072520 -3.337239 0.828102  -0.121
H -1.181441 -0.537523 3.320589  0.023
H -2.408761 -0.770147 2.706235  0.031
O -2.096768 -0.097148 3.405464  -0.129
H 2.941000 0.639821 1.025147  0.037
H 3.032590 -0.273305 -0.118873  -0.065
O 3.535342 0.331389 0.265320  -0.036
H 2.680339 2.713866 0.020352  0.110
H 4.085636 2.266295 -0.725513  0.060
O 3.327342 2.866540 -0.757954  -0.071
H 1.183122 -2.127076 -2.338292  0.109
H 1.194987 -0.736402 -1.656281  0.010
O 0.843758 -1.193201 -2.421716  -0.106

Atoms 1-3, force components in eV/Å:
0.7 0.2 0.0
0.1 -0.4 -0.7
1.4 0.6 -2.4

Properties
net charge = -1
highest occupied orbital energy = -0.2447 Eh
Kohn-Sham gap = 9.20 eV
electronic energy = -33314.62309 eV
energy above the lowest of the compared OMol25 structures with the same formula, charge and spin = 48.05 kcal per mole


This record from the OMol25 dataset describes 13 unconnected molecules or ions with the total composition C4H32N2O14 in a non-equilibrium geometry. The level of theory is ωB97M-V/def2-TZVPD.

Each line ends with the Löwdin charge.
Cartesian coordinates (Å):
C -0.511525 -0.346611 0.110368  -0.109
C -1.085687 -1.675215 -0.406347  -0.156
C -2.528013 -1.978691 -0.061226  -0.212
O -2.903605 -1.641600 1.049300  0.022
N -1.246044 0.712660 -0.787374  0.093
C -0.584617 1.590585 -1.667770  -0.618
N 0.687475 1.268145 -2.156337  0.157
O -1.237694 2.549819 -2.091603  0.004
H -0.862671 -0.154299 1.151840  0.101
H 0.584256 -0.246007 -0.131481  0.091
H -0.647755 -2.508782 0.137217  0.088
H -0.786390 -1.881505 -1.450995  0.091
H -3.241731 -2.370928 -0.678780  0.090
H -1.948468 1.115899 -0.272801  0.066
H 1.118488 0.325889 -2.208617  0.050
H 0.975692 1.805328 -3.024779  0.142
H 1.111082 -2.580117 2.292445  -0.033
H -0.104056 -3.311968 2.293232  -0.014
O 0.726383 -3.338796 2.031505  0.068
H -1.776043 3.045126 3.433041  0.042
H -0.919579 3.023813 2.120796  -0.028
O -1.073920 3.473960 2.931160  -0.056
H -3.713492 2.482611 1.158080  0.010
H -4.259924 1.148803 1.771475  0.089
O -3.505854 1.820653 1.779580  -0.056
H 0.948959 -0.029803 2.591928  0.035
H 1.641399 0.076761 3.922418  0.014
O 1.554425 -0.514923 3.225749  -0.044
H -0.292526 -2.136309 -4.180643  0.010
H 0.918327 -1.356381 -4.218432  0.144
O 0.411202 -2.030399 -3.554888  -0.111
H 3.460978 -0.286383 2.480337  0.024
H 3.068053 -1.382037 1.647654  -0.036
O 3.713541 -0.764555 1.707403  0.007
H 0.147299 4.728168 0.458919  -0.041
H 0.085634 3.369506 -0.136369  -0.053
O 0.572598 4.039757 0.176887  0.087
H -3.056567 -0.422578 -3.106064  0.128
H -1.608274 -0.001720 -2.944028  -0.001
O -2.076135 -0.749842 -3.369946  -0.123
H 1.456550 -3.769772 -0.804050  -0.013
H 1.934561 -3.795984 0.600477  0.065
O 2.102338 -3.404032 -0.303109  -0.029
H 1.069683 1.984366 1.741338  0.098
H 0.278436 1.793948 3.039926  0.095
O 0.262435 1.513470 2.083112  -0.106
H 3.332512 1.186047 -0.785567  0.066
H 2.961236 0.512219 0.565130  -0.021
O 2.641843 0.733651 -0.291885  -0.059
H 2.115793 -1.552076 -0.828406  0.082
H 2.063851 -1.980455 -2.337277  -0.015
O 2.076656 -1.216841 -1.816032  -0.127

Atoms 1-3, force components in eV/Å:
-1.6 0.8 -2.1
0.6 -1.4 -0.6
2.0 3.2 2.7

Properties
highest occupied orbital energy = -0.3495 Eh
Kohn-Sham gap = 9.54 eV
electronic energy = -36309.91473 eV
energy above the lowest of the compared OMol25 structures with the same formula, charge and spin = 117.87 kcal per mole


Among the records above, which one has the lowest energy above the lowest of the compared OMol25 structures with the same formula, charge and spin?
C4H31O14